A molecular structure, C18H48N2O11V at a distorted geometry, computed with ωB97M-V/def2-TZVPD.

Values from the calculation:
HOMO (spin up / spin down), eV: -13.9 / -13.9
Total charge: +2
Kohn-Sham gap (spin up / spin down), eV: 7.6 / 8.4
Lowest unoccupied orbital energy (spin up / spin down), Ha: -0.2313 / -0.2041
Spin multiplicity: 2

Last column: Mulliken charge in e.
Element x y z (Å)
O: 0.53019 -1.85075 -0.98341  0.34
V: -0.20981 -1.12775 0.31859  0.36
C: -2.66181 0.12625 -1.54841  -0.42
C: -3.24181 -1.03575 -0.72141  -1.01
O: -2.45281 -1.24575 0.43659  -0.39
O: -1.31381 -0.29275 -1.64541  -0.62
H: -2.67781 1.06925 -1.00941  0.20
H: -3.13581 0.28625 -2.56041  0.50
H: -3.20081 -1.93675 -1.30241  0.31
H: -4.20081 -0.78275 -0.54541  0.72
H: -2.90781 -1.90475 0.95559  0.28
H: -0.97881 -0.07775 -2.54241  0.20
C: 0.48319 -5.10175 2.12059  -0.76
C: 0.46519 -4.25275 0.90259  -0.78
O: -0.41681 -3.15175 1.05259  -0.53
O: -0.89881 -5.22375 2.42459  -0.52
H: 1.03419 -4.76875 2.94959  0.25
H: 0.84519 -6.14075 1.81959  0.42
H: 0.07019 -4.82775 0.04959  0.22
H: 1.37019 -3.96175 0.64059  0.63
H: -1.03881 -3.56575 1.67559  0.46
H: -1.16781 -6.04475 2.08459  0.31
C: -0.72181 -3.31175 -3.03241  -0.66
C: 0.43219 -4.09475 -3.61141  -0.42
O: 1.64719 -3.46375 -3.08141  -0.63
O: -1.16881 -3.58275 -1.79441  -0.49
H: -1.54881 -3.65075 -3.62441  0.53
H: -0.73881 -2.19675 -3.12941  0.07
H: 0.50619 -4.02275 -4.67941  0.39
H: 0.48819 -5.12075 -3.34941  0.27
H: 1.31219 -2.90775 -2.33941  0.42
H: -1.47981 -4.48275 -1.75641  0.34
C: 1.81919 0.98725 -2.70341  -0.84
O: 0.79619 1.63725 -2.05341  -0.47
C: 0.11219 2.74925 -2.57641  -0.50
C: 1.03319 3.94025 -2.29541  -1.22
N: 1.26219 4.16725 -0.87141  0.04
C: 0.14419 4.85925 -0.33941  -0.28
C: 0.53119 5.04025 1.13759  -1.21
O: -0.65481 5.03925 1.92459  -0.33
C: -1.39081 6.30625 2.00459  -0.78
H: 1.63019 1.05825 -3.81241  0.35
H: 1.80519 -0.09775 -2.52241  0.14
H: 2.80819 1.33025 -2.57541  0.31
H: -0.86381 2.82125 -2.04041  0.20
H: 0.04019 2.65325 -3.66441  0.54
H: 0.71619 4.89325 -2.75841  0.44
H: 2.05119 3.69825 -2.57741  0.49
H: 2.06319 4.75725 -0.91041  0.29
H: -0.74881 4.23025 -0.41841  0.10
H: -0.04781 5.87025 -0.80241  0.54
H: 1.21119 5.75925 1.30659  0.61
H: 0.90419 4.15925 1.50659  0.39
H: -0.76381 7.15925 2.24459  0.32
H: -2.20881 6.35025 2.77159  0.26
H: -1.96081 6.36225 1.10759  0.32
C: -1.10881 -1.25575 3.50859  -1.04
O: -0.70281 -0.58975 2.26459  0.66
C: -0.78381 0.79525 2.44659  -1.48
C: -0.39581 1.51825 1.08959  -0.86
N: 0.49619 0.76125 0.27159  1.68
C: 1.88719 0.91325 0.81959  -0.86
C: 2.49619 -0.48975 0.66359  -0.63
O: 1.57419 -1.34975 1.30859  0.46
C: 2.15919 -1.97775 2.43359  -0.91
H: -0.40481 -1.06375 4.36559  0.24
H: -1.11981 -2.32675 3.32859  0.27
H: -2.02481 -0.97175 3.86959  0.35
H: -0.23881 1.11525 3.36359  0.68
H: -1.67281 1.23725 2.74659  0.78
H: 0.09619 2.39725 1.30759  0.40
H: -1.19081 1.83525 0.46259  0.46
H: 0.47019 1.29425 -0.65141  -0.33
H: 1.88919 1.10025 1.91159  0.39
H: 2.40119 1.73425 0.43759  0.51
H: 3.54719 -0.59275 0.93659  0.86
H: 2.47019 -0.75975 -0.49741  -0.18
H: 2.52919 -1.24175 3.18959  0.34
H: 2.94419 -2.70375 2.18859  0.34
H: 1.37219 -2.46275 2.97859  0.19

---

5 unconnected molecules or ions with the total composition C18H48N5O6 at a distorted geometry, computed with ωB97M-V/def2-TZVPD.

Values from the calculation:
HOMO, eV: -4.2
Total charge: -1
Kohn-Sham gap, eV: 6.2
Lowest unoccupied orbital energy, Ha: 0.0741

Last column: Mulliken charge in e.
Element x y z (Å)
N: -1.24099 3.89973 -6.00354  -0.52
C: -1.02565 2.43100 -6.14497  -0.12
C: -0.94773 1.72726 -4.69727  0.44
O: 0.09817 1.07859 -4.38944  -0.69
O: -2.02665 1.79189 -3.81676  -0.74
H: -1.64632 4.14426 -5.09561  0.23
H: -0.40766 4.44790 -6.22929  0.19
H: -0.10219 2.15626 -6.74725  0.30
H: -1.92296 2.03836 -6.75308  -0.06
C: 1.72179 -3.03529 -1.18888  -1.41
C: 1.45895 -1.68127 -1.84313  0.36
C: 2.11477 -0.50322 -1.09435  -0.64
O: 1.42310 -0.10107 0.08421  -0.44
C: 1.73746 -0.86426 1.23537  -0.29
N: 0.01342 -1.49376 -1.98726  -0.74
H: 1.13988 -3.18095 -0.27634  0.20
H: 1.44908 -3.84474 -1.87217  0.42
H: 2.78167 -3.15317 -0.94204  0.32
H: 1.89975 -1.71657 -2.84521  0.45
H: 2.09332 0.36785 -1.75674  0.36
H: 3.17230 -0.70202 -0.87556  0.38
H: 2.78439 -1.17722 1.25102  0.31
H: 1.07929 -1.73268 1.30308  0.18
H: 1.54966 -0.24084 2.11395  -0.05
H: -0.15246 -0.62677 -2.50347  0.23
H: -0.36059 -1.29558 -1.05912  0.33
C: -7.38102 1.82925 -5.03280  -1.45
C: -6.47684 1.55032 -6.22935  0.32
C: -5.00120 1.92461 -5.98262  -0.59
O: -4.73460 3.31563 -6.06568  -0.38
C: -5.00049 4.04221 -4.87975  -0.77
N: -7.02069 2.23720 -7.40839  -0.79
H: -7.58523 2.89331 -4.89974  0.28
H: -8.34785 1.33432 -5.16511  0.37
H: -6.93733 1.44745 -4.10948  0.35
H: -6.51277 0.47123 -6.41538  0.41
H: -4.40043 1.46259 -6.77319  0.31
H: -4.63156 1.51638 -5.03490  0.40
H: -4.77953 3.45913 -3.98164  0.31
H: -6.03959 4.38282 -4.86942  0.30
H: -4.36422 4.93000 -4.88090  0.28
H: -6.46441 1.97878 -8.22100  0.28
H: -6.82815 3.23244 -7.29291  0.34
C: 0.01638 1.93909 4.04310  -1.46
C: 0.16742 2.77661 5.30950  0.45
C: 1.59675 2.75929 5.88896  -0.70
O: 1.92388 1.57067 6.60224  -0.45
C: 2.36203 0.49834 5.78482  -0.68
N: -0.82256 2.33076 6.29759  -0.76
H: 0.01134 0.86660 4.24678  0.19
H: -0.92874 2.17188 3.54596  0.42
H: 0.82259 2.14936 3.33511  0.34
H: -0.06222 3.81306 5.03924  0.42
H: 1.67137 3.56908 6.62283  0.35
H: 2.34751 2.96932 5.11770  0.39
H: 2.94641 0.84429 4.92748  0.36
H: 1.50732 -0.09382 5.45072  0.28
H: 2.99344 -0.15261 6.39379  0.26
H: -0.77712 2.94755 7.10672  0.28
H: -0.50308 1.43319 6.66237  0.32
C: 4.11027 -2.76572 4.53272  -1.07
C: 3.12348 -3.80083 4.00256  0.24
C: 3.53464 -5.25498 4.31202  -0.77
O: 4.56395 -5.76341 3.47000  -0.38
C: 5.87831 -5.42370 3.87778  -0.64
N: 2.93603 -3.58379 2.56426  -0.43
H: 5.02866 -2.71929 3.94460  0.25
H: 3.66374 -1.76807 4.50272  -0.04
H: 4.37949 -2.97668 5.57166  0.40
H: 2.16601 -3.61945 4.50332  0.36
H: 2.66562 -5.89552 4.12852  0.36
H: 3.79768 -5.38400 5.36919  0.42
H: 5.97707 -5.39273 4.96667  0.29
H: 6.17476 -4.46787 3.44070  0.23
H: 6.55747 -6.18628 3.49059  0.26
H: 2.21265 -4.21770 2.22931  0.25
H: 3.77955 -3.91404 2.09461  0.27

---

A molecular structure, C18H48NaO6 at a distorted geometry, computed with ωB97M-V/def2-TZVPD.

Values from the calculation:
HOMO (spin up / spin down), eV: -15.3 / -15.3
Total charge: +2
Kohn-Sham gap (spin up / spin down), eV: 10.2 / 2.9
Lowest unoccupied orbital energy (spin up / spin down), Ha: -0.1885 / -0.4562
Spin multiplicity: 2

Last column: Mulliken charge in e.
Element x y z (Å)
Na: -5.89085 -43.09185 -7.54924  0.62
C: -6.75481 -41.06789 -4.24836  -1.03
C: -7.18974 -42.52283 -3.98477  0.83
C: -8.39479 -42.52304 -3.00355  -1.57
O: -7.54918 -43.14719 -5.23030  -0.37
H: -7.52061 -40.58453 -4.85501  0.40
H: -5.82220 -41.08000 -4.81246  -0.12
H: -6.49695 -40.54969 -3.32473  0.51
H: -6.35206 -43.08629 -3.57379  -0.12
H: -8.17518 -42.02549 -2.05893  0.43
H: -8.69093 -43.53382 -2.72299  0.39
H: -9.26727 -41.89048 -3.16714  0.41
H: -8.43750 -42.84707 -5.43625  0.23
C: -9.39161 -44.30556 -10.30492  -1.45
C: -8.86456 -42.95641 -9.73986  0.49
C: -9.97881 -41.86287 -9.64198  -1.33
O: -8.25899 -43.07692 -8.43204  -0.07
H: -8.59292 -45.04603 -10.34831  0.29
H: -9.67594 -44.14489 -11.34484  0.42
H: -10.20786 -44.72931 -9.71987  0.36
H: -8.09912 -42.46754 -10.34253  0.27
H: -10.16404 -41.48521 -10.64754  0.40
H: -9.65944 -40.97613 -9.09445  0.27
H: -10.87242 -42.26578 -9.16530  0.38
H: -8.90158 -43.33340 -7.76654  0.13
C: -1.63569 -43.82277 -5.55331  -1.46
C: -3.12189 -43.61623 -5.18673  1.02
C: -3.24092 -42.79469 -3.84778  -1.04
O: -3.75623 -42.84741 -6.17388  0.08
H: -1.53874 -44.50722 -6.39606  0.30
H: -1.04701 -44.22061 -4.72671  0.40
H: -1.12860 -42.86883 -5.69811  0.44
H: -3.59002 -44.59296 -5.06450  -0.71
H: -2.99670 -41.73276 -3.81985  0.41
H: -2.60625 -43.25207 -3.08877  0.42
H: -4.22014 -43.01270 -3.42151  0.05
H: -3.24706 -42.03940 -6.07664  0.27
C: -2.57041 -44.50074 -9.22357  -0.54
C: -3.66953 -44.16875 -10.27868  0.16
C: -4.52057 -45.37796 -10.57328  -1.06
O: -4.58780 -43.21548 -9.74673  -0.24
H: -1.75618 -45.06185 -9.68214  0.46
H: -2.99117 -45.07058 -8.39510  -0.37
H: -2.17839 -43.55795 -8.84206  0.33
H: -3.25857 -43.77438 -11.20803  0.40
H: -4.02954 -46.06724 -11.26021  0.40
H: -5.49054 -45.18149 -11.03008  0.38
H: -4.89282 -45.78986 -9.63526  0.01
H: -5.03310 -42.74977 -10.45837  0.20
C: -6.47422 -47.28210 -4.82396  -1.43
C: -5.56778 -46.52732 -5.71974  0.81
C: -5.04042 -47.34955 -6.85838  -0.91
O: -6.12181 -45.31160 -6.22146  0.13
H: -5.92615 -48.05128 -4.27983  0.41
H: -7.30474 -47.77686 -5.32752  0.35
H: -6.95232 -46.60587 -4.11528  0.53
H: -4.76152 -46.28880 -5.02608  0.07
H: -4.33239 -46.70662 -7.38130  -0.02
H: -5.93991 -47.56197 -7.43622  0.39
H: -4.44593 -48.20777 -6.54510  0.43
H: -6.55577 -44.96580 -5.43807  0.05
C: -7.19821 -39.17935 -8.57298  -1.27
C: -5.88804 -39.99466 -8.56534  1.09
C: -4.69276 -39.09455 -8.71033  -1.63
O: -5.95194 -40.59302 -7.30153  -0.15
H: -7.37321 -38.56805 -7.68767  0.37
H: -8.05357 -39.85267 -8.51760  0.16
H: -7.22775 -38.54469 -9.45867  0.43
H: -6.01963 -40.80617 -9.28105  -0.25
H: -4.49983 -38.72367 -9.71697  0.44
H: -3.75624 -39.60186 -8.47866  0.34
H: -4.83628 -38.19240 -8.11567  0.39
H: -5.79756 -39.93352 -6.62120  0.24

---

no.,total energy (eV)
1,-70614.4087
2,-39178.5613
3,-36128.9710